Here is an isolated molecule of C19H14ClN3O2S2 at a distorted geometry from the OMol25 dataset. Energies are from ωB97M-V/def2-TZVPD.

XYZ file:
```
41
Properties=species:S:1:pos:R:3:lowdin_charge:R:1
O 1.16292 -0.69354 2.81557 0.08
C 0.80943 -1.80288 2.48000 -0.51
C 1.68168 -2.68622 1.60893 -0.35
S 1.00068 -2.58839 -0.08355 0.99
C 1.67732 -1.04111 -0.51161 -0.62
N 2.89001 -0.63981 -0.25097 0.04
N 3.01928 0.58901 -0.74951 0.08
C 1.88847 0.94219 -1.30844 -0.25
C 1.67017 2.22080 -1.96375 -0.15
C 0.47887 2.93134 -1.83168 -0.02
C 0.31965 4.14872 -2.46767 -0.09
C 1.35501 4.66251 -3.23219 -0.67
Cl 1.15026 6.17758 -4.03599 0.68
C 2.55803 3.98109 -3.34899 -0.09
C 2.71269 2.76617 -2.71286 -0.01
N 0.98096 -0.08133 -1.18995 0.02
C -0.37278 -0.20701 -1.67796 -0.06
C -1.36037 -0.14088 -0.55737 -0.27
C -2.17874 -1.09198 -0.02414 -0.03
C -2.88040 -0.46012 1.03119 -0.07
C -2.42775 0.82086 1.06697 -0.10
O -1.51093 1.02536 0.10856 0.04
C -0.48832 -2.34768 2.84282 -0.47
C -1.13016 -3.49197 2.43391 -0.13
C -2.39078 -3.64748 3.02839 -0.18
C -2.69040 -2.62874 3.88554 -0.41
S -1.45390 -1.45301 3.97496 1.09
H 1.65395 -3.73197 1.90505 0.08
H 2.70101 -2.30547 1.56549 0.08
H -0.31319 2.56034 -1.20009 0.10
H -0.60093 4.70153 -2.36458 0.11
H 3.36206 4.40163 -3.93194 0.11
H 3.64171 2.22317 -2.78260 0.12
H -0.47714 -1.17543 -2.17637 0.13
H -0.54426 0.59495 -2.40187 0.13
H -2.26655 -2.11023 -0.34185 0.11
H -3.61711 -0.90370 1.66820 0.10
H -2.66414 1.65041 1.70253 0.13
H -0.72101 -4.18313 1.71925 0.10
H -3.04648 -4.47723 2.83432 0.10
H -3.57879 -2.50839 4.47422 0.07
```

Output
**E**: -2303.72526 a.u.
**Total charge**: 0
**Gap between HOMO and LUMO**: 8.2 eV

Here is a cluster of 2 separate species, C4H9NO2 in total from the OMol25 dataset. Energies are from ωB97M-V/def2-TZVPD.

XYZ file:
```
16
Properties=species:S:1:pos:R:3:lowdin_charge:R:1
C 0.92949 -0.74579 1.46737 -0.07
C -0.23053 -0.18681 0.65712 -0.40
C -0.11526 1.32199 0.51124 -0.18
O -1.04773 2.02512 0.17632 0.05
N -0.25006 -0.83080 -0.65670 0.07
C -1.25961 -0.67709 -1.41554 -0.27
O -2.34474 0.08794 -1.25172 0.05
H 0.82615 -1.82956 1.56396 0.08
H 0.96722 -0.30146 2.46870 0.08
H 1.87523 -0.54301 0.95323 0.07
H -1.18145 -0.36487 1.18498 0.15
H 0.87421 1.77384 0.71364 0.13
H -1.31038 -1.24765 -2.34377 0.13
H -2.16761 0.79148 -0.59060 0.07
H 2.50339 0.59071 -1.79499 0.03
H 1.93167 0.13595 -1.64323 0.01
```

Output
**E**: -362.99274 a.u.
**Total charge**: 0
**Gap between HOMO and LUMO**: 10.4 eV

Here is the ion C5H9N2 with charge +1 at a distorted geometry from the OMol25 dataset. Energies are from ωB97M-V/def2-TZVPD.

XYZ file:
```
16
Properties=species:S:1:pos:R:3:lowdin_charge:R:1
C -1.51721 0.80753 -1.51409 -0.07
C -1.35837 0.48126 -0.00951 -0.16
C 0.03581 0.06688 0.26389 -0.21
C 0.91740 0.53563 1.17650 0.02
N 2.00736 -0.32076 1.23053 0.12
C 1.76634 -1.31766 0.37616 -0.04
N 0.57220 -1.14995 -0.14817 0.18
H -2.38569 0.43906 -2.05280 0.08
H -1.47642 1.88861 -1.67116 0.08
H -0.64846 0.47757 -2.09066 0.07
H -1.67048 1.31764 0.60240 0.12
H -2.09089 -0.26022 0.28107 0.12
H 0.87241 1.46148 1.70828 0.14
H 2.48953 -0.38694 2.11697 0.19
H 2.41696 -2.17683 0.38945 0.17
H 0.06952 -1.86329 -0.65888 0.20
```

Output
**E**: -305.18990 a.u.
**Total charge**: +1
**Gap between HOMO and LUMO**: 10.7 eV

Here is a structure of composition C16H30BF5InNO at a distorted geometry from the OMol25 dataset. Energies are from ωB97M-V/def2-TZVPD.

XYZ file:
```
55
Properties=species:S:1:pos:R:3:lowdin_charge:R:1
C 4.28162 2.21663 0.81689 -0.13
C 3.58853 1.89881 -0.52496 -0.25
C 2.71578 0.62321 -0.46617 -0.21
C 3.44876 -0.60395 -0.96171 -0.27
C 2.71069 -1.94896 -0.87594 -0.17
C 1.91929 -2.23196 0.39383 -0.18
C 0.82040 -3.29370 0.13161 -0.17
C -0.41668 -3.15757 1.04688 -0.16
C -1.60425 -2.38798 0.44510 -0.16
C -1.90431 -1.04135 1.13759 -0.13
C -1.08991 0.06386 0.40325 0.02
B -2.14075 1.41047 0.11573 -0.37
N -3.19977 1.03400 -0.79213 0.19
C -4.40750 1.90811 -0.85962 0.06
C -2.66817 0.86619 -2.22314 -0.37
C -2.44743 -0.50269 -2.77203 0.05
O -2.44937 1.88813 -2.84350 0.18
C -2.64799 2.13775 1.47554 -0.38
F -3.74129 1.52976 1.99551 0.13
F -2.94622 3.43580 1.25407 0.14
C -1.58984 2.14664 2.62260 -0.54
F -0.37753 2.45593 2.13051 0.16
F -1.55384 0.98714 3.27633 0.19
F -1.92330 3.10131 3.50044 0.19
H 4.12287 1.46092 1.57776 0.08
H 3.89324 3.14616 1.20205 0.09
H 5.34522 2.39324 0.68398 0.02
H 2.97302 2.73986 -0.79380 0.11
H 4.32332 1.73802 -1.31298 0.07
H 1.80037 0.79343 -1.01708 0.12
H 2.47144 0.48234 0.57816 0.10
H 3.65941 -0.43355 -2.01634 0.12
H 4.46044 -0.66733 -0.47037 -0.14
H 3.48504 -2.70620 -0.92758 0.12
H 2.12116 -2.06884 -1.77434 0.12
H 2.54941 -2.64038 1.17264 0.12
H 1.41510 -1.36140 0.79588 0.08
H 1.23321 -4.28912 0.19163 0.12
H 0.46708 -3.14449 -0.88160 0.10
H -0.11111 -2.71812 1.98490 0.11
H -0.76971 -4.16510 1.20209 0.12
H -2.48943 -2.99029 0.61526 0.13
H -1.49960 -2.25482 -0.62416 0.09
H -2.95383 -0.81714 1.12947 0.11
H -1.53452 -1.11832 2.14654 0.11
H -0.21463 0.36262 0.95963 0.09
H -0.72514 -0.34898 -0.52590 0.09
H -1.34009 2.14099 -0.46744 0.27
H -4.96352 1.70702 -1.76235 0.12
H -5.06131 1.71471 -0.02124 0.12
H -4.09971 2.94234 -0.86396 0.13
H -2.93742 -0.55079 -3.73496 0.11
H -2.83057 -1.29704 -2.14952 0.09
H -1.38820 -0.61583 -2.95446 0.11
In 6.22159 0.03047 -0.36864 1.20
```

Output
**E**: -1471.21377 a.u.
**Total charge**: +2
**Gap between HOMO and LUMO**: 5.6 eV